Arrangement i

Formula: C4H6O2
Source: the Open Molecules 2025 dataset
Level of theory: ωB97M-V with the def2-TZVPD basis set

Atoms and positions in Å:
1 C 1.26294 0.17944 -0.58061
2 C -0.94863 1.25734 0.36612
3 O -1.61840 0.28598 -0.16867
4 C -0.90053 -0.92291 0.21821
5 C 0.47643 -0.33909 0.62657
6 O 0.99050 -0.53721 1.70605
7 H 1.78115 1.10919 -0.33702
8 H 2.00406 -0.59137 -0.80436
9 H 0.64896 0.33910 -1.47733
10 H -1.40929 2.20895 0.06604
11 H -0.84427 -1.58973 -0.65133
12 H -1.44290 -1.39969 1.03632

Output
E_LUMO = 0.2 eV
highest occupied orbital energy = -8.97 eV

***

Arrangement ii

Formula: C4H6O2
Source: the Open Molecules 2025 dataset
Level of theory: ωB97M-V with the def2-TZVPD basis set

Atoms and positions in Å:
1 O 1.57269 1.29368 -0.01784
2 C 2.49906 0.33846 -0.09611
3 O 2.31748 -0.83456 0.11406
4 C -0.83335 -0.79446 0.37144
5 C -1.90062 -0.42476 -0.62032
6 C -1.57601 0.21732 0.69621
7 H 3.46580 0.77470 -0.38445
8 H -0.00328 -1.45392 0.58024
9 H -1.62653 0.07577 -1.55242
10 H -2.79025 -1.05322 -0.70747
11 H 0.72170 0.86986 0.21784
12 H -1.84670 0.99111 1.39882

Output
E_LUMO = 1.0 eV
highest occupied orbital energy = -9.85 eV

***

Winner for stability: arrangement ii

***

Arrangement i

Formula: C4H6O2
Source: the Open Molecules 2025 dataset
Level of theory: ωB97M-V with the def2-TZVPD basis set

Atoms and positions in Å:
1 O 1.87807 0.26830 -0.36677
2 C 0.54207 0.72148 -0.27122
3 C -0.38585 0.09126 -1.21918
4 C -0.23417 0.36506 0.98240
5 C -0.73186 -0.89173 0.98705
6 O -0.83530 -1.53301 -0.14313
7 H 1.90289 -0.60774 0.04092
8 H 0.57283 1.81769 -0.33627
9 H -1.26192 0.71692 -1.44862
10 H -0.08863 -0.63761 -1.93953
11 H -0.34243 1.06619 1.78544
12 H -1.01570 -1.37682 1.92892

Output
E_LUMO = 0.2 eV
highest occupied orbital energy = -8.48 eV

***

Arrangement ii

Formula: C4H6O2
Source: the Open Molecules 2025 dataset
Level of theory: ωB97M-V with the def2-TZVPD basis set

Atoms and positions in Å:
1 O -0.17628 1.20315 1.72234
2 C -0.26325 0.86042 0.37032
3 C 0.94853 0.18752 -0.34208
4 C 0.05170 -0.97341 -0.83979
5 C -1.10507 -0.37283 -0.03502
6 O -2.21325 -0.74805 0.23662
7 H 0.02900 0.40444 2.22634
8 H -0.60862 1.75837 -0.15520
9 H 1.40939 0.79276 -1.12657
10 H 1.72669 -0.12377 0.36147
11 H 0.33433 -1.97593 -0.50140
12 H -0.13317 -1.01269 -1.91702

Output
E_LUMO = 0.7 eV
highest occupied orbital energy = -9.52 eV

***

Arrangement iii

Formula: C4H6O2
Source: the Open Molecules 2025 dataset
Level of theory: ωB97M-V with the def2-TZVPD basis set

Atoms and positions in Å:
1 C 0.21807 -1.18723 -0.94576
2 C -0.23315 -0.70809 0.42458
3 O -0.13758 -1.36290 1.42181
4 C -0.81825 0.95336 0.67138
5 C 0.54066 1.30422 0.24966
6 O 0.89889 1.88054 -0.74991
7 H 0.48763 -0.36727 -1.61105
8 H -0.65433 -1.71429 -1.33768
9 H 1.05500 -1.90101 -0.90619
10 H -1.61187 1.59903 0.23050
11 H -0.97405 0.87835 1.74541
12 H 1.22896 0.62527 0.80723

Output
E_LUMO = 0.1 eV
highest occupied orbital energy = -9.80 eV

***

Arrangement iv

Formula: C4H6O2
Source: the Open Molecules 2025 dataset
Level of theory: ωB97M-V with the def2-TZVPD basis set

Atoms and positions in Å:
1 O -0.59365 1.02118 -1.60775
2 C -0.10949 1.10241 -0.31460
3 C -0.45102 0.11055 0.77898
4 C -0.28571 -1.52800 0.05915
5 O 0.89027 -1.03142 -0.58535
6 C 0.92288 0.15802 0.17161
7 H -0.18380 0.23003 -1.99639
8 H -0.00186 2.12725 0.03671
9 H -0.81356 0.34402 1.77313
10 H 0.00754 -2.06576 0.95897
11 H -1.21493 -0.87167 0.02583
12 H 1.83333 0.40339 0.69969

Output
E_LUMO = 0.9 eV
highest occupied orbital energy = -8.72 eV

***

Winner for stability: arrangement ii